Record 1
{
  "formula": "C17H19N3O4",
  "method": "wB97M-V/def2-TZVPD",
  "total_charge": 0,
  "smiles": "CCOCCCNC(=O)Cn1ncc2c(=O)oc3ccccc3c21",
  "de_lowest_kcal_mol": 43.7,
  "gap_ev": 9.1,
  "energy_ev": -30598.2717,
  "elements": ["C", "C", "O", "C", "C", "C", "N", "C", "O", "C", "N", "N", "C", "C", "C", "O", "O", "C", "C", "C", "C", "C", "C", "C", "H", "H", "H", "H", "H", "H", "H", "H", "H", "H", "H", "H", "H", "H", "H", "H", "H", "H", "H"],
  "positions_angstrom": [[-0.6799, -3.6514, -1.3132], [-0.5677, -2.2460, -0.7301], [-1.7761, -1.7579, -0.1765], [-2.7628, -1.3651, -1.1130], [-2.6434, 0.1075, -1.5249], [-3.0246, 1.0510, -0.3859], [-2.0933, 0.9547, 0.7151], [-1.5111, 2.0334, 1.2513], [-1.7165, 3.1754, 0.8954], [-0.5489, 1.7267, 2.4131], [0.2543, 0.5569, 2.2166], [0.0257, -0.5079, 2.9978], [0.8859, -1.4382, 2.6608], [1.7127, -0.9765, 1.6183], [2.7938, -1.5928, 0.8872], [3.2198, -2.7097, 1.0245], [3.3628, -0.7866, -0.0674], [2.9475, 0.4776, -0.3410], [3.6407, 1.1420, -1.3498], [3.2815, 2.4244, -1.7064], [2.2221, 3.0556, -1.0663], [1.5282, 2.4123, -0.0639], [1.8804, 1.1163, 0.3244], [1.2663, 0.3262, 1.3526], [0.3131, -4.0080, -1.5708], [-1.2969, -3.6697, -2.2087], [-1.1138, -4.3205, -0.5748], [-0.1830, -1.5491, -1.4886], [0.1296, -2.2675, 0.1100], [-2.7237, -2.0014, -2.0028], [-3.7244, -1.5297, -0.6167], [-3.3090, 0.2887, -2.3694], [-1.6207, 0.3181, -1.8444], [-4.0332, 0.8077, -0.0316], [-3.0135, 2.0909, -0.7222], [-1.8694, 0.0166, 1.0228], [-1.1475, 1.5441, 3.3104], [0.0773, 2.6074, 2.5838], [0.9006, -2.3895, 3.1508], [4.4543, 0.6265, -1.8345], [3.8235, 2.9346, -2.4877], [1.9359, 4.0555, -1.3526], [0.7034, 2.9175, 0.4083]]
}



Record 2
{
  "formula": "C17H19N3O4",
  "method": "wB97M-V/def2-TZVPD",
  "total_charge": 0,
  "smiles": "COc1ccc(NC(=O)C[C@@H](NCc2ccccn2)C(=O)O)cc1",
  "de_lowest_kcal_mol": 37.6,
  "gap_ev": 8.8,
  "energy_ev": -30598.5355,
  "elements": ["C", "O", "C", "C", "C", "C", "N", "C", "O", "C", "C", "N", "C", "C", "C", "C", "C", "C", "N", "C", "O", "O", "C", "C", "H", "H", "H", "H", "H", "H", "H", "H", "H", "H", "H", "H", "H", "H", "H", "H", "H", "H", "H"],
  "positions_angstrom": [[6.3871, -0.1678, 0.2021], [5.4033, -1.0174, 0.7406], [4.1252, -0.9029, 0.2921], [3.6920, 0.0114, -0.6629], [2.3617, 0.0351, -1.0407], [1.4420, -0.8430, -0.4812], [0.1055, -0.7434, -0.9031], [-0.9599, -1.4883, -0.5512], [-0.9175, -2.4630, 0.1897], [-2.2802, -1.0109, -1.1134], [-3.2857, -0.7982, 0.0518], [-4.0907, 0.3759, -0.2097], [-3.8254, 1.4815, 0.7037], [-2.3813, 1.8847, 0.5596], [-1.9518, 2.6884, -0.4927], [-0.6010, 2.9718, -0.6055], [0.2764, 2.4411, 0.3290], [-0.2483, 1.6460, 1.3355], [-1.5365, 1.3755, 1.4476], [-4.1589, -2.0478, 0.2453], [-5.3593, -1.9812, 0.2524], [-3.4969, -3.1776, 0.4059], [1.8737, -1.7598, 0.4738], [3.1979, -1.7842, 0.8517], [6.4954, -0.3113, -0.8778], [7.3171, -0.4445, 0.6959], [6.1681, 0.8847, 0.4099], [4.3761, 0.7081, -1.1206], [2.0367, 0.7492, -1.7850], [-0.0676, 0.0284, -1.5329], [-2.1843, -0.0683, -1.6511], [-2.6680, -1.7617, -1.8063], [-2.7150, -0.6718, 0.9860], [-5.0735, 0.1097, -0.1745], [-4.4791, 2.3095, 0.4213], [-4.0079, 1.2172, 1.7564], [-2.6668, 3.0772, -1.2008], [-0.2375, 3.5986, -1.4080], [1.3360, 2.6371, 0.2806], [0.3894, 1.1990, 2.0868], [-2.5068, -3.0513, 0.3964], [1.1715, -2.4473, 0.9130], [3.5448, -2.4885, 1.5902]]
}



Record 3
{
  "formula": "C17H19NO",
  "method": "wB97M-V/def2-TZVPD",
  "total_charge": 0,
  "smiles": "Cc1c[nH]c2ccccc12.CCc1ccc(O)cc1",
  "de_lowest_kcal_mol": 37.2,
  "gap_ev": 8.6,
  "energy_ev": -21474.6225,
  "elements": ["C", "C", "C", "N", "C", "C", "C", "C", "C", "C", "H", "H", "H", "H", "H", "H", "H", "H", "H", "C", "C", "C", "C", "C", "C", "O", "C", "C", "H", "H", "H", "H", "H", "H", "H", "H", "H", "H"],
  "positions_angstrom": [[0.2506, -2.7989, -1.3486], [1.3592, -1.8324, -1.0541], [1.9249, -0.9640, -1.9376], [2.7277, -0.0575, -1.3078], [2.6785, -0.2787, 0.0629], [3.3984, 0.3366, 1.0774], [3.2351, -0.2253, 2.3299], [2.3096, -1.2203, 2.5818], [1.6188, -1.8541, 1.5711], [1.7805, -1.4229, 0.2487], [-0.4645, -2.3588, -2.0488], [-0.3096, -2.8499, -0.4159], [0.5568, -3.8143, -1.5776], [1.7917, -0.9725, -3.0087], [3.3636, 0.5769, -1.7437], [4.0577, 1.1518, 0.8216], [3.6983, 0.2813, 3.1569], [2.1244, -1.5784, 3.5917], [1.0378, -2.7602, 1.7353], [-3.1338, -0.8490, 1.1256], [-2.0219, -0.8161, 0.0642], [-1.7584, 0.6224, -0.3380], [-2.6386, 1.3217, -1.1234], [-2.4522, 2.6870, -1.3646], [-1.3512, 3.2970, -0.8224], [-1.1139, 4.6665, -0.8367], [-0.4297, 2.6221, 0.0325], [-0.6452, 1.2676, 0.2087], [-2.7795, -0.3295, 2.0172], [-3.3242, -1.8824, 1.4541], [-4.0430, -0.4486, 0.6965], [-1.1376, -1.2533, 0.5225], [-2.3063, -1.3111, -0.8622], [-3.4031, 0.7437, -1.6161], [-3.2541, 3.2319, -1.8640], [-1.9205, 5.1044, -1.1724], [0.3997, 3.1943, 0.4236], [0.1739, 0.7727, 0.7203]]
}



Record 4
{
  "formula": "C17H19NO4S",
  "method": "wB97M-V/def2-TZVPD",
  "total_charge": 0,
  "smiles": "O=S(=O)(NC[C@@H]1CCCO1)c1ccc(Oc2ccccc2)cc1",
  "de_lowest_kcal_mol": 42.2,
  "gap_ev": 9.5,
  "energy_ev": -38451.9829,
  "elements": ["O", "S", "O", "N", "C", "C", "C", "C", "C", "O", "C", "C", "C", "C", "O", "C", "C", "C", "C", "C", "C", "C", "C", "H", "H", "H", "H", "H", "H", "H", "H", "H", "H", "H", "H", "H", "H", "H", "H", "H", "H", "H"],
  "positions_angstrom": [[2.4987, 3.1470, -0.3714], [1.9570, 2.1031, 0.4457], [2.1070, 2.1681, 1.8688], [2.6880, 0.6973, -0.0507], [2.3356, -0.5170, 0.6392], [3.4359, -1.5721, 0.4512], [4.8170, -1.0656, 0.8987], [5.5065, -0.7255, -0.4216], [4.8701, -1.7427, -1.3645], [3.5296, -1.8905, -0.9321], [0.2304, 1.8704, 0.0459], [-0.2115, 2.1644, -1.2305], [-1.5279, 1.9228, -1.5675], [-2.4011, 1.3794, -0.6220], [-3.6919, 1.2167, -1.0134], [-4.5073, 0.2944, -0.3957], [-4.0668, -0.9772, -0.0470], [-4.9574, -1.8810, 0.5035], [-6.2820, -1.5298, 0.7012], [-6.7206, -0.2677, 0.3371], [-5.8391, 0.6460, -0.2098], [-1.9475, 1.1056, 0.6683], [-0.6265, 1.3504, 0.9952], [2.7295, 0.5978, -1.0528], [2.2435, -0.2572, 1.6946], [1.3812, -0.9309, 0.2824], [3.1383, -2.4759, 1.0020], [5.3571, -1.8551, 1.4218], [4.7231, -0.2011, 1.5503], [5.2485, 0.2884, -0.7249], [6.5883, -0.8256, -0.3754], [5.3874, -2.7114, -1.2954], [4.8518, -1.4268, -2.4092], [0.4818, 2.5923, -1.9371], [-1.9067, 2.1484, -2.5516], [-3.0371, -1.2560, -0.2177], [-4.6122, -2.8679, 0.7732], [-6.9710, -2.2399, 1.1321], [-7.7538, 0.0095, 0.4821], [-6.1636, 1.6325, -0.5013], [-2.6306, 0.7188, 1.4096], [-0.2519, 1.1632, 1.9889]]
}



Record 5
{
  "formula": "C17H19NO5",
  "method": "wB97M-V/def2-TZVPD",
  "total_charge": 0,
  "smiles": "COC(=O)[C@@H](Cc1ccc(O)cc1)NC(=O)CCc1ccco1",
  "de_lowest_kcal_mol": 46.9,
  "gap_ev": 9.1,
  "energy_ev": -29665.3950,
  "elements": ["C", "O", "C", "O", "C", "C", "C", "C", "C", "C", "O", "C", "C", "N", "C", "O", "C", "C", "C", "C", "C", "C", "O", "H", "H", "H", "H", "H", "H", "H", "H", "H", "H", "H", "H", "H", "H", "H", "H", "H", "H", "H"],
  "positions_angstrom": [[2.8343, 0.1611, -0.3887], [1.4229, 0.3192, -0.3346], [0.9032, 1.2699, -1.1189], [1.5604, 1.9954, -1.8146], [-0.6148, 1.2721, -1.0719], [-1.1257, 0.4785, -2.3038], [-0.5993, -0.9265, -2.2811], [0.5790, -1.2537, -2.9433], [1.1060, -2.5270, -2.8721], [0.4553, -3.5075, -2.1291], [1.0072, -4.7503, -2.0776], [-0.7257, -3.1927, -1.4690], [-1.2433, -1.9124, -1.5465], [-1.1041, 0.7161, 0.1635], [-2.2300, 1.1690, 0.7610], [-2.9585, 1.9938, 0.2551], [-2.4640, 0.5780, 2.1415], [-1.7738, 1.4770, 3.1856], [-0.3070, 1.5876, 2.9418], [0.7401, 0.7906, 3.3041], [1.9028, 1.3866, 2.7560], [1.4754, 2.4962, 2.0975], [0.1432, 2.6242, 2.2038], [3.3289, 1.1160, -0.2043], [3.1288, -0.2121, -1.3711], [3.0875, -0.5602, 0.3832], [-0.9818, 2.3020, -1.1496], [-0.7962, 0.9984, -3.2038], [-2.2157, 0.4869, -2.2668], [1.0894, -0.4985, -3.5239], [2.0181, -2.7864, -3.3857], [0.4488, -5.3355, -1.5518], [-1.2404, -3.9530, -0.8955], [-2.1642, -1.6787, -1.0320], [-0.5244, 0.0222, 0.6075], [-3.5357, 0.5621, 2.3392], [-2.0677, -0.4364, 2.2007], [-2.2116, 2.4748, 3.1288], [-1.9477, 1.0684, 4.1825], [0.6926, -0.1010, 3.8958], [2.9108, 1.0375, 2.8493], [1.9967, 3.2484, 1.5392]]
}



Record 6
{
  "formula": "C17H20AlBCsF6KLi2NO6P2",
  "method": "wB97M-V/def2-TZVPD",
  "total_charge": 1,
  "gap_ev": 2.3,
  "energy_ev": -91157.3505,
  "elements": ["C", "C", "C", "N", "P", "H", "H", "H", "H", "H", "H", "H", "H", "H", "H", "H", "H", "Li", "C", "C", "C", "C", "C", "C", "C", "O", "C", "C", "C", "C", "C", "C", "C", "O", "H", "H", "H", "H", "H", "H", "H", "H", "F", "B", "F", "F", "F", "F", "K", "Al", "F", "O", "P", "O", "O", "O", "Li", "Cs"],
  "positions_angstrom": [[-0.3221, -2.5156, -0.3870], [-0.1198, -3.9750, 0.1451], [1.2108, -4.1999, 0.9369], [2.3690, -3.4383, 0.4778], [3.0495, -3.9990, -1.0150], [-1.3833, -2.2876, -0.4214], [0.1760, -1.8847, 0.3357], [0.1635, -2.3873, -1.3672], [-0.0749, -4.6380, -0.7440], [-0.9801, -4.3102, 0.7240], [1.4492, -5.2682, 0.9236], [0.9982, -3.9293, 1.9753], [2.2119, -2.4363, 0.5043], [3.4134, -5.2206, -0.3961], [3.9510, -2.9084, -1.0263], [1.7996, -3.8023, -1.7449], [3.6847, -4.4830, -2.2754], [2.0853, -5.3245, -3.1939], [-0.8571, 0.2608, -0.3385], [-0.8092, 0.6953, -1.6670], [-1.1662, 1.9971, -1.9824], [-1.5644, 2.8752, -0.9687], [-1.6279, 2.4295, 0.3584], [-1.2691, 1.1274, 0.6638], [-2.0778, 3.3392, 1.4650], [-2.0895, 2.9126, 2.6093], [-2.4541, 4.6984, 1.1084], [-2.9007, 5.5569, 2.0874], [-3.2535, 6.8947, 1.7556], [-3.1389, 7.3343, 0.4247], [-2.7031, 6.4817, -0.5563], [-2.3538, 5.1521, -0.2547], [-1.9069, 4.2842, -1.3004], [-1.8037, 4.6847, -2.4855], [-0.5537, -0.7873, -0.0812], [-0.4819, 0.0196, -2.4521], [-1.1234, 2.3349, -3.0118], [-1.2992, 0.7954, 1.6966], [-2.9818, 5.2208, 3.1086], [-3.5923, 7.5693, 2.5248], [-3.3942, 8.3546, 0.1747], [-2.6172, 6.8363, -1.5746], [-4.7870, 3.7829, 0.3853], [3.5334, 0.6934, 2.5883], [3.0947, 1.4203, 3.6557], [2.3332, 0.0299, 1.9604], [4.0100, 1.5630, 1.5693], [4.4321, -0.2497, 2.9258], [-3.9423, 3.1163, -2.4375], [1.8275, 1.4743, 0.8593], [-5.1096, 6.1084, 2.1562], [2.9706, -9.7201, -1.2424], [3.6982, -8.3899, -1.1490], [3.2931, -7.7145, 0.1567], [3.3358, -7.5011, -2.3340], [5.1964, -8.6231, -1.0891], [0.9047, 4.2600, 1.2138], [-0.4529, -4.3097, -3.9744]]
}